The following is a quantum chemistry calculation of a 4-piece molecular cluster, C28H61N3O3 overall, from the OMol25 dataset.

Geometry as XYZ:
```
95
Properties=species:S:1:pos:R:3:forces:R:3:lowdin_spin:R:1
O 0.269164 -0.838266 0.091385 -0.84 -0.16 0.10 0.00
O 1.102114 -1.433246 2.003685 -0.75 -2.58 2.47 0.00
O 1.851014 0.401234 1.145215 -1.12 -0.20 -0.13 0.00
N -3.020226 -1.231506 -2.462765 -1.21 1.47 1.96 0.00
N 1.387344 -1.466486 7.867515 2.25 -0.49 0.58 0.00
N 0.813244 2.132484 -5.850265 0.71 0.73 -0.20 0.00
C 0.673934 -0.166216 5.910495 0.55 -0.40 -1.12 0.00
C 1.211924 0.296084 -7.567025 -0.64 -0.04 0.66 0.05
C 2.757004 2.211954 -7.676285 0.27 -1.29 -0.07 0.00
C -2.667146 -0.633786 -3.833105 0.92 -1.95 1.01 0.08
C 1.191334 2.114104 9.501565 -0.20 1.26 0.11 0.00
C 1.847144 -0.752246 5.043255 0.39 -0.33 1.34 0.00
C 3.089154 -1.079866 5.910105 -1.52 -0.70 0.25 0.00
C 1.566544 1.964294 -3.236285 1.76 0.52 -0.10 0.01
C -3.700276 1.268544 -1.861475 1.05 -1.18 -0.26 0.01
C 0.198104 -1.124556 7.012285 0.96 -0.72 -1.42 0.00
C -2.007386 -2.357026 -1.980075 -1.32 -0.20 -1.78 0.02
C -2.406546 -3.105196 -0.675155 0.54 -0.60 0.12 0.00
C -1.435286 -4.252276 -0.210255 0.56 0.87 -1.65 0.00
C 2.672194 0.706254 -7.725515 -0.20 0.24 1.55 0.00
C 1.038294 -0.557876 1.065305 3.90 6.23 -3.39 0.00
C 2.702974 -1.967466 7.153125 0.22 0.94 -1.63 0.00
C -3.312776 1.615344 -3.276295 -0.44 0.10 -1.16 0.03
C -3.492536 0.495444 -4.283555 0.06 1.46 0.70 0.10
C 0.784084 0.665864 9.364465 0.32 -0.17 -1.67 0.00
C -0.190676 2.929504 -6.643785 -1.23 -1.15 1.11 0.08
C -2.957346 -0.116216 -1.367045 -1.75 2.80 -0.84 0.00
C 2.237054 2.696884 -6.331845 -0.85 -0.21 -0.05 0.01
C 1.846634 -0.184236 8.591105 0.19 -0.57 3.03 0.00
C 1.022864 2.116914 -1.808425 -1.13 -0.25 0.01 0.00
C 1.025774 -2.649946 8.791315 0.13 2.14 -0.13 0.00
C 0.573824 0.658664 -6.121975 2.93 -1.09 -1.37 0.08
C -4.454326 -1.724596 -2.516315 0.63 -2.37 0.33 0.01
C 0.588454 2.464814 -4.327345 -0.05 -0.40 -0.28 0.02
H 2.661074 0.352944 8.105075 -0.96 0.16 -1.10 0.00
H -2.530226 -2.434086 0.174795 -0.11 0.20 -0.25 0.00
H -0.065376 0.041544 5.136965 -0.58 0.01 0.55 0.00
H -1.006156 -1.955446 -2.136155 -0.04 0.40 1.00 0.01
H 1.968114 -2.940136 9.255965 -0.42 -0.06 0.35 0.00
H 0.560574 0.252334 10.347895 -0.02 -0.24 -0.18 0.00
H -4.787706 1.264844 -1.786655 0.05 -0.33 0.28 0.00
H -5.274076 -1.130666 -2.920475 0.73 0.86 0.56 0.00
H 1.630274 2.565744 8.611925 -0.16 -0.33 -0.35 0.00
H -3.907716 2.452094 -3.642355 0.03 0.34 0.24 0.01
H 1.676424 2.466744 -1.009305 0.74 -0.39 -0.50 0.00
H 1.544324 -1.670306 4.539715 -0.30 0.16 -0.13 0.00
H -0.429976 0.275644 -5.938145 -0.81 1.00 -0.64 0.06
H 0.299794 -2.170886 9.448245 0.06 -0.73 0.50 0.00
H 0.241224 2.623944 9.661095 0.19 0.44 0.15 0.00
H 2.157054 3.776734 -6.456835 -0.49 0.07 0.79 0.00
H 0.439374 -1.835496 1.437505 -1.53 -3.31 0.84 0.00
H -1.393646 -4.995916 -1.006095 -0.21 -0.27 0.06 0.00
H -1.625656 -0.411676 -3.600595 0.20 0.82 -0.75 0.02
H -1.168746 2.453364 -6.574675 -0.34 -0.32 1.01 0.06
H -0.132046 0.733044 8.777705 -0.11 -0.31 0.18 0.00
H -0.108176 -2.090986 6.611915 -0.08 0.09 -0.40 0.00
H -3.039706 0.835964 -5.214735 0.27 -0.05 -0.53 0.08
H -3.321966 -3.664186 -0.869145 -0.34 0.47 0.06 0.00
H 2.168604 -0.043256 4.280305 -0.37 -0.02 -0.10 0.00
H 0.279414 2.914034 -1.807955 -0.51 -0.09 -0.12 0.00
H 1.195074 -0.767646 -7.804255 -0.69 -0.11 0.55 0.02
H 0.604694 0.789834 -8.325705 -0.08 -0.07 -0.15 0.02
H -4.643746 -2.226676 -1.567555 -0.47 0.88 0.29 0.00
H 2.442924 -0.485076 9.452515 0.21 -1.00 -0.01 0.00
H 2.490444 2.538724 -3.168905 -0.09 0.92 -0.79 0.00
H -0.420536 2.085314 -4.166085 0.03 -0.34 0.10 0.01
H -2.267226 1.914594 -3.349565 0.07 0.12 0.31 0.01
H 3.527834 -0.118306 6.176675 0.37 -0.29 0.34 0.00
H -1.974886 0.238534 -1.055555 0.57 -0.95 -0.66 0.00
H -4.545926 0.384894 -4.540945 0.06 -0.80 0.21 0.01
H 0.471824 3.543734 -4.225225 0.31 0.11 -0.33 0.01
H 3.219204 0.270634 -8.561655 -0.42 -0.03 -0.12 0.00
H -1.700356 -4.755536 0.719555 -0.20 0.40 -0.06 0.00
H 2.276104 2.540734 -8.597555 -0.09 0.89 0.36 0.00
H 0.979234 0.790504 6.334265 -0.07 0.07 0.08 0.00
H 0.585024 -3.470546 8.225225 0.12 0.29 -0.12 0.00
H 2.679974 -3.037976 6.949255 -1.21 0.04 -0.73 0.00
H -0.274346 3.854574 -6.073385 0.15 0.59 -1.32 0.01
H -3.454266 -0.414176 -0.443805 -0.04 -0.62 -0.37 0.00
H -3.306646 2.147434 -1.350885 -0.14 -0.46 1.04 0.00
H -2.124956 -2.968656 -2.874615 0.13 -0.94 0.28 0.01
H 3.174854 0.409074 -6.805125 0.33 -0.66 -0.02 0.00
H 3.584444 -2.035936 7.790635 -0.47 1.00 1.08 0.00
H -0.155046 2.765744 -7.720825 1.28 1.11 -0.04 0.01
H 3.822744 2.440474 -7.667295 -0.05 0.61 -0.27 0.00
H 2.947004 2.449764 -5.542535 -0.13 -0.04 -0.04 0.00
H -0.412156 -3.876956 -0.189145 0.02 0.12 0.50 0.00
H 2.082914 1.028224 -3.448995 -0.98 -0.72 0.06 0.00
H -4.499956 -2.610216 -3.150105 0.57 0.03 -0.57 0.01
H 1.858154 2.447984 10.296535 0.01 -0.68 0.29 0.00
H -2.628316 -1.404856 -4.602545 -0.14 -0.61 0.24 0.08
H 3.778964 -1.676246 5.312955 0.23 0.23 0.10 0.00
H 0.590864 1.187084 -1.438455 -0.21 0.07 0.09 0.00
H 1.078444 0.061704 -5.362315 0.74 0.30 0.08 0.02
H -0.623106 -0.804106 7.653405 0.32 0.26 0.00 0.00
```
Forces are in eV/Å.

## Properties
Kohn-Sham gap (alpha / beta) ... 0.0706 / 0.2645 hartree
HOMO (alpha / beta) ... -3.81 / -9.08 eV
<S²> ... 0.75
Net charge ... +1
Spin multiplicity ... 2

***

The following is a quantum chemistry calculation of a 8-piece molecular cluster, C28H62Cl10O9 overall, from the OMol25 dataset.

Geometry as XYZ:
```
109
Properties=species:S:1:pos:R:3:forces:R:3:lowdin_charge:R:1
Cl -35.910897 28.143424 -14.335732 -0.13 0.02 0.06 0.57
Cl -35.898725 31.947348 -11.242117 -0.41 0.21 0.05 0.56
Cl -33.843258 25.964148 -4.610755 5.19 0.49 -0.84 0.70
Cl -38.392646 30.937090 -8.333584 -0.05 -0.24 -0.02 0.65
Cl -41.197513 30.037691 -6.593352 -0.26 0.29 -0.25 0.57
Cl -34.397395 28.813428 -7.978274 0.16 -0.19 0.16 0.62
Cl -38.681234 25.222707 -12.830899 0.11 -0.19 -0.04 0.55
Cl -32.820929 24.377253 -7.302923 0.09 -0.05 0.12 0.54
Cl -32.885769 31.367809 -10.054321 -0.05 -0.10 -0.04 0.54
Cl -36.775333 27.128153 -9.666390 0.14 -0.03 0.01 0.61
O -35.133181 34.488531 -7.240378 -0.17 0.06 0.18 -0.17
O -37.483285 28.176587 -5.512323 -0.88 0.15 0.24 -0.19
O -38.619963 22.363619 -8.340904 0.11 0.04 -0.02 -0.17
O -37.760074 30.631569 -3.430548 -2.31 0.19 -0.36 -0.23
O -37.213151 25.349258 -5.042050 -0.23 0.16 0.73 -0.17
O -34.615313 19.360008 -9.914134 0.08 -0.73 -0.23 -0.17
O -34.826129 32.310288 -2.545012 0.70 0.60 0.44 -0.16
O -37.085540 20.492252 -9.907724 -0.34 -0.11 0.24 -0.12
O -35.660076 31.925812 -5.560278 0.95 0.19 -0.10 -0.18
C -33.729015 30.387061 -11.299618 0.58 -0.39 0.34 -0.66
C -38.329111 31.841144 -2.945703 -0.96 -0.86 0.46 -0.07
C -35.696552 18.601888 -9.424758 -0.59 0.64 0.50 -0.22
C -33.440599 19.096046 -9.171376 0.08 -0.21 -0.59 -0.11
C -37.047763 27.269170 -13.276700 0.23 -0.56 0.69 -0.69
C -35.418893 33.523468 -2.965238 -0.16 -0.51 -1.09 -0.09
C -35.838096 33.296769 -7.515324 -0.26 -0.51 0.00 -0.21
C -38.571246 22.359766 -9.742063 -0.29 0.59 -0.68 -0.23
C -37.948491 27.598144 -4.332644 -0.41 -0.03 1.68 -0.20
C -35.244948 31.203713 -3.300395 0.57 0.51 -0.74 -0.19
C -36.945243 29.480050 -5.331461 -0.58 -0.32 -0.31 -0.18
C -35.193593 32.051989 -6.893518 -0.78 1.20 -0.52 -0.20
C -38.593766 23.637038 -7.742125 -0.34 -0.07 0.21 -0.11
C -35.464816 27.564047 -7.257549 0.11 -1.02 -1.49 -0.60
C -38.292291 26.133950 -4.531924 0.08 0.09 -1.73 -0.17
C -34.585321 31.229672 -12.189126 -0.16 -0.27 -0.34 -0.66
C -32.925271 24.409248 -4.581164 0.63 0.95 0.07 -0.54
C -37.923799 30.527272 -4.841403 -1.26 -0.50 -0.26 -0.19
C -39.340560 29.428844 -8.465373 -0.68 -0.40 -0.31 -0.64
C -38.392909 20.938701 -10.204537 0.04 0.17 0.24 -0.20
C -36.996924 19.091262 -10.055805 1.27 0.40 -0.08 -0.20
C -40.833215 29.689361 -8.309907 0.58 -0.53 0.08 -0.62
C -34.774108 31.156219 -4.753743 0.28 -0.12 0.19 -0.19
C -34.251189 34.809656 -8.284490 0.27 0.65 -0.40 -0.12
C -37.409950 25.926736 -13.872169 -0.60 0.53 -0.68 -0.65
C -31.944376 24.396599 -5.728743 -0.26 -0.25 -0.61 -0.63
C -36.137027 25.314216 -4.124447 -1.81 -0.37 0.35 -0.24
C -36.820213 27.611750 -7.954174 -0.06 0.65 1.01 -0.67
H -35.594542 26.261681 -4.045039 -2.10 -0.21 0.38 -0.04
H -37.199837 28.630390 -7.898519 0.31 -0.23 -0.34 -0.01
H -37.849466 18.617257 -9.569519 -0.08 -0.32 -0.13 0.12
H -34.062743 32.034606 -12.698438 0.17 -0.02 0.15 0.07
H -39.019601 26.109783 -5.352734 -0.08 -0.01 0.09 0.13
H -35.060225 26.585576 -7.517660 0.47 0.11 0.26 0.04
H -41.162279 30.469513 -8.990128 -0.09 0.30 0.36 0.07
H -36.585039 27.125380 -12.303837 0.25 0.13 -0.09 0.00
H -39.152078 28.962620 -9.433999 0.05 0.39 -0.17 0.07
H -36.917789 18.849349 -11.120127 -0.47 -0.15 -0.15 0.13
H -35.594645 17.529885 -9.628557 0.17 -0.05 -0.07 0.12
H -37.823314 23.023493 -10.201261 0.49 -0.17 0.55 0.12
H -33.598711 33.977842 -8.556768 -0.01 -0.11 -0.04 0.06
H -38.275396 31.804686 -1.857911 0.32 0.15 0.00 0.11
H -33.626065 35.662136 -8.012135 -0.01 -0.18 0.46 0.09
H -35.472224 27.679046 -6.180997 -0.26 0.10 -0.28 0.04
H -36.863727 33.356906 -7.137628 0.09 0.30 0.26 0.12
H -41.394986 28.787461 -8.544824 0.11 -0.08 -0.04 0.07
H -33.472459 19.675090 -8.248424 0.34 0.01 0.10 0.09
H -33.289351 18.031679 -8.952295 -0.42 -0.04 0.18 0.08
H -36.477244 25.017850 -3.128107 -0.17 -0.12 0.21 0.11
H -31.314625 25.280459 -5.751611 -0.07 0.04 0.20 0.07
H -36.103103 29.408152 -4.638001 -0.78 -0.31 -0.02 0.10
H -36.514844 33.433340 -2.970212 0.63 0.54 0.70 0.05
H -33.639776 23.593730 -4.581374 -0.09 -0.09 -0.24 0.07
H -38.853428 28.065533 -3.909861 -0.13 0.18 -0.52 0.13
H -35.954000 33.159878 -8.595485 0.25 -0.04 -0.06 0.08
H -38.810553 23.475570 -6.687386 0.40 0.04 0.09 0.08
H -37.858840 31.462253 -5.409788 0.66 0.03 0.63 0.11
H -32.386587 24.411489 -3.634854 0.02 -0.07 -0.01 0.08
H -34.841292 30.108512 -5.081821 0.89 0.60 -0.03 0.09
H -37.237990 27.791093 -3.516064 0.31 -0.35 -0.11 0.13
H -37.852051 26.125508 -14.849664 -0.09 -0.28 0.04 0.07
H -37.626299 24.122159 -7.884567 0.04 0.09 0.09 0.09
H -39.400002 31.853950 -3.172919 0.06 0.28 -0.28 0.10
H -35.037033 34.332702 -2.356642 -0.11 0.05 0.16 0.09
H -35.216456 33.697963 -4.029828 0.39 0.29 0.19 0.09
H -39.397150 24.303483 -8.086031 0.06 -0.08 -0.41 0.09
H -38.969769 30.259890 -5.049962 0.15 -0.56 0.08 0.08
H -37.544573 26.984889 -7.438742 0.28 -0.25 -0.17 0.07
H -35.040175 30.579556 -12.938393 -0.02 0.07 0.03 0.03
H -38.579153 20.845252 -11.279851 -0.15 0.06 -0.04 0.13
H -33.731643 31.457016 -4.891961 0.01 0.34 0.11 0.14
H -34.308057 29.622743 -10.782730 -0.15 0.21 0.11 0.03
H -31.312461 23.511499 -5.741625 -0.07 -0.08 0.22 0.07
H -37.955500 27.838338 -13.096585 0.08 0.27 -0.35 0.07
H -32.947792 29.850381 -11.836981 -0.02 0.24 -0.24 0.08
H -36.605515 25.213348 -14.012506 0.17 0.09 0.35 0.08
H -35.386645 24.609049 -4.482926 -1.23 -0.28 0.07 0.02
H -39.127813 20.346060 -9.644950 -0.03 -0.17 -0.16 0.13
H -39.499508 22.788581 -10.153487 -0.25 -0.35 0.07 0.12
H -37.797577 32.706113 -3.338914 -0.58 -0.18 -0.15 0.07
H -36.570375 29.760744 -6.315801 0.05 0.06 0.16 0.08
H -32.593619 19.325113 -9.818125 0.01 0.56 0.23 0.09
H -35.525824 31.216369 -7.515863 0.44 -0.26 0.20 0.06
H -34.113496 32.216525 -6.914472 0.11 -0.45 -0.08 0.13
H -36.341509 31.192010 -3.324996 1.75 -0.30 0.23 0.05
H -35.745830 18.739231 -8.336089 -0.11 -0.08 0.04 0.13
H -34.783912 35.166985 -9.175070 -0.18 -0.38 -0.07 0.09
H -38.800902 25.670764 -3.682675 0.39 0.12 0.36 0.13
H -34.837263 30.316744 -2.816690 -0.13 -0.09 0.27 0.14
H -38.978833 28.694770 -7.746050 -0.32 0.46 0.29 0.04
```
Forces are in eV/Å.

## Properties
Kohn-Sham gap ... 0.3302 hartree
HOMO ... -8.57 eV
Net charge ... 0
Structure (SMILES) ... COCCOCCOC.COCCOCCOC.COCCOCCOC.ClCCCl.ClCCCl.ClCCCl.ClCCCl.ClCCCl

***

Which largest force on an atom belongs to each record? In order, 0.157 0.103 Eh/bohr.
Which energy above the lowest of the compared OMol25 structures with the same formula, charge and spin belongs to each record? In order, 86.7 79.4 kcal/mol.